Here is C43H37Cl5N3O3PS3Se2Ta as an isolated structure at a distorted geometry from the OMol25 dataset. Energies are from wB97M-V/def2-TZVPD.

Geometry (Å):
Ta 0.1438 -0.2172 0.4487
C -3.3839 0.6421 3.9850
N -3.4017 -0.6050 3.2089
C -3.9534 -1.8009 3.6223
C -3.7724 -2.6942 2.6303
N -3.1115 -2.0283 1.6030
C -2.8851 -0.7556 1.9893
S -2.1989 0.4746 1.0071
C -2.7102 -2.6416 0.3775
C -3.5130 -3.6631 -0.1033
C -3.0820 -4.3946 -1.1957
C -1.8574 -4.0760 -1.7577
C -1.1575 -3.0082 -1.2352
N -1.5660 -2.2576 -0.2015
H -4.0160 0.5025 4.8563
H -3.7760 1.4522 3.3763
H -2.3644 0.8648 4.2902
H -4.4192 -1.9110 4.5862
H -4.0165 -3.7398 2.5817
H -4.4630 -3.8792 0.3634
H -3.6864 -5.2022 -1.5862
H -1.4503 -4.6406 -2.5845
H -0.1952 -2.7412 -1.6472
Cl 3.9882 -5.7799 3.9179
C 3.2026 -4.5883 2.9868
C 1.8516 -4.3131 3.1984
Cl 0.9721 -5.1724 4.3842
C 1.2192 -3.3333 2.4380
Cl -0.4568 -3.0332 2.6872
C 1.9143 -2.6209 1.4623
O 1.3486 -1.6296 0.7193
C 3.2603 -2.9073 1.2511
Cl 4.1281 -2.0024 0.0839
C 3.9043 -3.8830 2.0082
Cl 5.5609 -4.2023 1.7438
O 0.8478 -0.5921 -1.5543
S 1.8333 -1.5163 -2.3477
C 0.9034 -1.7015 -3.8826
C 0.4898 -0.3693 -4.5179
C -1.0153 -0.1170 -4.5326
C -1.7020 0.0056 -3.1779
S -1.5167 1.5354 -2.1893
O -0.6699 1.1682 -0.9483
C -0.4897 2.6064 -3.1412
C -1.1710 3.4761 -3.9845
C -0.4360 4.3510 -4.7722
C 0.9488 4.3687 -4.6801
C 1.6118 3.5115 -3.8072
C 0.8948 2.6167 -3.0316
C 3.1568 -0.4659 -2.9179
C 3.6346 0.5139 -2.0600
C 4.7081 1.2968 -2.4564
C 5.3117 1.0817 -3.6874
C 4.8425 0.0807 -4.5270
C 3.7610 -0.7007 -4.1505
H 0.0522 -2.3362 -3.6209
H 1.5398 -2.3117 -4.5226
H 0.8508 -0.3447 -5.5457
H 1.0023 0.4453 -4.0098
H -1.5181 -0.9451 -5.0408
H -1.2199 0.7642 -5.1430
H -1.3889 -0.7770 -2.4848
H -2.7838 -0.0664 -3.2923
H -2.2543 3.4847 -4.0206
H -0.9480 5.0315 -5.4384
H 1.5156 5.0652 -5.2833
H 2.6910 3.5411 -3.7320
H 1.4019 1.9378 -2.3563
H 3.1845 0.6651 -1.0917
H 5.0815 2.0652 -1.7921
H 6.1554 1.6864 -3.9917
H 5.3182 -0.0984 -5.4816
H 3.4241 -1.4779 -4.8204
Se 0.5336 0.1243 3.0988
P 2.0296 1.6523 2.6677
Se 1.5218 1.9450 0.5472
C 1.8027 3.1621 3.5840
C 1.9130 3.0765 4.9747
C 1.8064 4.2262 5.7355
C 1.6028 5.4539 5.1133
C 1.4995 5.5363 3.7324
C 1.5966 4.3885 2.9592
C 3.7005 1.0645 2.9025
C 4.7406 1.9847 2.7436
C 6.0497 1.5613 2.8881
C 6.3215 0.2333 3.2021
C 5.2867 -0.6744 3.3765
C 3.9711 -0.2625 3.2252
H 2.0900 2.1238 5.4625
H 1.8901 4.1695 6.8122
H 1.5274 6.3516 5.7123
H 1.3441 6.4943 3.2553
H 1.5070 4.4590 1.8825
H 4.5314 3.0265 2.5270
H 6.8602 2.2686 2.7742
H 7.3468 -0.0886 3.3274
H 5.5053 -1.7008 3.6420
H 3.1586 -0.9618 3.3796

The energy above the lowest of the compared OMol25 structures with the same formula, charge and spin is 0.00 kcal/mol. As for the multiplicity: 1. The calculation puts the HOMO energy at -15.366 eV. As for the net charge: +3. The value obtained for the HOMO-LUMO gap is 6.50 eV.

The molecule's Löwdin atomic charges, reported in e, are given here: 1.314, 0.025, -0.076, 0.020, -0.014, -0.022, -0.657, 0.721, -0.270, 0.038, 0.010, -0.005, -0.134, 0.049, 0.110, 0.100, 0.079, 0.151, 0.143, 0.132, 0.137, 0.129, 0.055, 0.771, -0.695, -0.689, 0.758, -0.592, 0.775, -0.403, -0.423, -0.602, 0.814, -0.694, 0.763, -0.684, 1.093, -0.286, -0.192, -0.190, -0.276, 1.122, -0.925, -0.397, -0.067, -0.033, -0.027, -0.033, -0.095, -0.399, -0.145, -0.043, -0.032, -0.029, -0.056, 0.082, 0.101, 0.137, 0.080, 0.134, 0.122, 0.051, 0.103, 0.124, 0.126, 0.124, 0.115, 0.056, 0.014, 0.122, 0.125, 0.126, 0.115, 0.432, 0.354, 0.558, -0.420, -0.079, -0.042, -0.033, -0.046, -0.095, -0.399, -0.070, -0.042, -0.030, -0.058, -0.106, 0.118, 0.122, 0.123, 0.120, 0.073, 0.118, 0.121, 0.124, 0.107, 0.070



Here is C43H37FN3O6PPd as an isolated structure from the OMol25 dataset. Energies are from wB97M-V/def2-TZVPD.

Geometry (Å):
Pd 2.1760 -1.6373 -0.2327
F -3.8513 0.4607 -0.9635
C -2.8739 1.2336 -0.4269
C -1.7112 0.6601 0.0032
C -0.6795 1.4691 0.4839
C 0.6001 0.8089 0.8508
O 0.6125 -0.4250 0.7659
C 1.6599 1.7027 1.2219
C 1.3937 3.0291 1.2655
N 0.2126 3.6371 0.9529
C 0.0998 5.0684 0.9646
C 0.7945 5.8398 2.0367
C -0.7047 5.7308 2.0507
C -0.8403 2.8585 0.5170
C -2.0554 3.4207 0.1064
C -3.0698 2.6149 -0.3774
N -4.2680 3.2344 -0.8495
C -5.5424 2.5529 -0.7259
C -6.6476 3.6273 -0.8637
N -5.9681 4.9579 -0.7498
C -5.1195 5.2099 -1.9608
C -4.1886 3.9826 -2.0921
C 3.1186 1.3119 1.6014
O 3.7385 2.1917 2.2142
O 3.4974 0.2013 1.1822
H -1.5421 -0.4067 -0.0725
H 2.2080 3.6725 1.5741
H 0.0591 5.5164 -0.0234
H 1.2476 6.7783 1.7535
H 1.3342 5.2831 2.7887
H -1.2935 6.6005 1.7913
H -1.1345 5.0763 2.7967
H -2.2059 4.4902 0.1676
H -5.5928 2.0664 0.2470
H -5.7037 1.7919 -1.4939
H -7.4109 3.5607 -0.0924
H -7.1254 3.6059 -1.8412
H -5.2996 4.8569 0.0242
H -6.6099 5.7225 -0.5529
H -4.5857 6.1434 -1.7932
H -5.7896 5.3221 -2.8105
H -3.1650 4.3017 -2.2664
H -4.4986 3.3722 -2.9501
O 3.7143 -2.4857 -2.3757
C 3.3992 -2.7397 -1.2465
C 4.0255 -3.9693 -0.5734
C 5.0818 -4.6594 -1.1583
C 5.6137 -5.7539 -0.4993
C 5.0927 -6.1673 0.7262
C 4.0329 -5.4875 1.3027
C 3.5008 -4.3844 0.6424
P 2.1600 -3.3155 1.1994
C 2.4336 -3.0665 2.9762
C 1.9594 -3.9514 3.9443
C 2.2642 -3.7457 5.2809
C 3.0416 -2.6569 5.6549
C 3.5138 -1.7758 4.6938
C 3.2132 -1.9739 3.3532
C 0.6569 -4.3388 1.1297
C 0.5979 -5.5061 0.3762
C -0.5950 -6.2072 0.2631
C -1.7386 -5.7447 0.8949
C -1.6888 -4.5722 1.6391
C -0.5005 -3.8714 1.7515
H 5.4692 -4.3191 -2.1091
H 6.4478 -6.2913 -0.9329
H 5.5239 -7.0211 1.2336
H 3.6322 -5.8045 2.2583
H 1.3485 -4.7988 3.6568
H 1.8954 -4.4357 6.0296
H 3.2772 -2.4962 6.6997
H 4.1156 -0.9224 4.9790
H 3.5667 -1.2757 2.5996
H 1.4819 -5.8719 -0.1304
H -0.6279 -7.1142 -0.3268
H -2.6683 -6.2917 0.8039
H -2.5802 -4.2016 2.1295
H -0.4696 -2.9501 2.3225
O 1.9490 -0.1286 -1.8604
C 1.0594 -0.6520 -2.6067
O 0.4652 -1.7171 -2.3900
C 0.6908 0.1569 -3.8371
C -0.1397 -0.3939 -4.8060
C -0.4946 0.3413 -5.9276
C -0.0288 1.6408 -6.0828
C 0.7989 2.1971 -5.1159
C 1.1617 1.4551 -4.0005
H -0.4942 -1.4048 -4.6518
H -1.1314 -0.0996 -6.6852
H -0.3015 2.2147 -6.9607
H 1.1740 3.2062 -5.2403
H 1.8254 1.8553 -3.2452

The energy above the lowest of the compared OMol25 structures with the same formula, charge and spin is 7.99 kcal/mol. As for the multiplicity: 1. The calculation puts the HOMO energy at -6.372 eV. As for the net charge: 0. The value obtained for the HOMO-LUMO gap is 4.71 eV.

The molecule's Löwdin atomic charges, reported in e, are given here: 0.825, 0.061, -0.188, 0.104, -0.027, -0.283, -0.068, -0.005, 0.038, 0.002, -0.275, -0.081, -0.099, -0.121, 0.058, -0.162, -0.132, -0.131, -0.069, 0.031, -0.072, -0.110, -0.655, -0.028, -0.069, 0.145, 0.134, 0.152, 0.108, 0.112, 0.094, 0.111, 0.110, 0.141, 0.127, 0.133, 0.133, 0.179, 0.183, 0.133, 0.131, 0.136, 0.139, 0.050, -0.401, -0.194, -0.017, -0.072, -0.080, -0.069, -0.314, 1.019, -0.325, -0.100, -0.092, -0.092, -0.066, -0.061, -0.330, -0.069, -0.082, -0.094, -0.087, -0.100, 0.117, 0.101, 0.100, 0.107, 0.102, 0.098, 0.098, 0.109, 0.077, 0.106, 0.102, 0.098, 0.099, 0.110, -0.106, -0.645, -0.026, -0.129, -0.030, -0.100, -0.119, -0.103, -0.031, 0.111, 0.093, 0.090, 0.091, 0.111